# 1
Below is C21H52BFO15P3Tl as an isolated structure at a distorted geometry, with properties calculated with the ωB97M-V functional and the def2-TZVPD basis.

Cartesian coordinates (Å):
O: 1.75 1.17 0.26
H: -1.42 4.17 -0.87
P: 2.15 -1.89 -1.58
H: 4.41 -1.29 0.22
H: -0.12 -1.88 2.55
B: -0.87 -1.29 -0.10
H: 4.80 2.14 -3.60
O: -4.65 1.24 -1.85
O: 3.37 -2.25 -2.75
H: 3.65 3.38 -3.05
H: -0.03 -1.49 -0.75
H: -5.53 -1.90 0.16
H: 0.15 0.07 1.05
C: -2.26 -1.86 3.10
H: -0.74 3.67 -2.23
H: 2.50 0.63 -3.02
H: -3.02 2.50 2.11
O: -0.62 -3.52 3.71
H: 4.44 -3.81 -2.22
H: 4.78 -2.91 -4.57
H: 0.24 5.96 -1.92
H: 5.21 -2.22 -1.67
H: 2.14 -2.65 2.53
O: 1.95 2.29 -2.00
O: 0.80 -1.62 -2.18
C: -1.64 1.96 0.58
H: -2.81 -1.71 0.17
C: 2.97 1.48 -2.53
H: -7.10 3.02 -0.17
H: 5.84 -1.65 -3.85
C: 0.40 5.21 -1.15
C: -0.99 -2.51 2.73
H: 0.77 -3.61 2.49
H: 1.49 5.13 -1.14
H: 6.23 -3.42 -3.81
H: -4.80 3.28 -1.24
O: -3.96 -0.03 0.26
O: 2.71 -0.53 -0.85
O: -2.39 -2.43 4.32
H: 2.36 1.43 2.65
H: 5.04 0.98 1.12
O: -2.76 2.10 -0.33
C: 3.74 2.36 -3.43
H: -0.50 -1.29 0.91
C: 4.67 -2.76 -2.44
H: -2.10 0.99 2.41
P: 0.83 1.68 -1.03
O: 2.27 -3.06 -0.39
H: -1.34 2.53 2.64
H: -4.85 -3.09 1.35
H: 1.67 -0.62 1.46
H: 3.03 -0.65 1.08
O: 0.13 3.00 -0.35
H: -2.14 -0.80 2.90
C: 1.19 0.33 1.26
C: 1.30 1.22 2.47
P: -3.33 0.70 -1.01
C: 1.67 -3.41 1.91
C: -0.42 3.92 -1.22
H: 4.99 1.02 -0.66
C: -1.55 -3.44 4.63
H: -1.03 1.06 0.58
H: 2.29 -4.31 1.98
H: -1.33 -0.40 -0.51
H: -1.63 -2.06 -0.13
H: 3.17 2.29 -4.36
C: -3.59 -1.25 0.77
O: -2.30 -0.11 -1.84
C: 1.23 -3.00 0.50
H: 3.52 1.04 -1.70
H: -5.48 -1.64 1.87
F: -3.14 -2.39 2.35
C: -4.90 -2.05 1.04
H: -5.94 2.68 -2.35
H: -7.12 1.35 -0.64
C: 3.67 -0.49 0.21
C: -6.45 2.17 -0.40
C: 5.45 -2.66 -3.75
H: -1.00 -3.17 1.86
Tl: -0.87 -0.87 -2.37
H: 0.68 -2.07 0.61
C: -2.05 2.00 2.01
H: 0.73 2.14 2.39
H: -6.05 1.91 0.58
H: -3.05 -1.09 1.71
C: 4.41 0.83 0.24
H: 0.41 -3.60 0.10
H: 0.11 5.72 -0.23
O: -0.05 0.59 -1.70
H: 3.65 1.61 0.24
H: 1.01 0.82 3.44
C: -5.40 2.40 -1.45
O: -1.69 -4.16 5.58
H: -0.97 2.78 0.32

As for the frontier orbital gap: 6.712 eV. The value obtained for the energy above the lowest of the compared OMol25 structures with the same formula, charge and spin is 434.9 kcal per mole. Its max |F| is 16.43 eV Å⁻¹. As for the total charge: +2. As for the total energy: -3280.032890 Ha.

# 2
Below is CH15O7Pb as an isolated structure at a distorted geometry, with properties calculated with the ωB97M-V functional and the def2-TZVPD basis.

Cartesian coordinates (Å):
O: 2.26 0.93 -0.25
Pb: 0.05 -0.12 0.25
H: 1.12 -0.80 -2.35
H: -1.98 1.01 2.21
H: -2.07 -1.04 -1.50
H: 0.03 -1.65 -2.01
H: 1.14 -1.42 2.47
H: 2.94 1.23 0.41
H: -1.23 0.08 3.13
H: -1.06 -3.17 0.50
O: -1.01 -2.34 0.95
H: 0.42 1.24 -1.82
H: 2.45 -0.74 2.21
H: -0.99 2.33 -2.10
H: -2.18 0.50 -1.48
O: -1.32 0.31 2.20
O: 0.80 -1.26 -1.61
H: 0.43 3.03 -1.43
O: -0.57 1.95 -0.12
C: -0.10 2.12 -1.44
H: -1.13 -2.49 1.84
O: 1.59 -0.87 1.83
O: -2.14 -0.30 -0.92
H: 2.55 1.44 -0.99

As for the frontier orbital gap: 7.748 eV. The value obtained for the energy above the lowest of the compared OMol25 structures with the same formula, charge and spin is 0.9 kcal per mole. Its max |F| is 3.08 eV Å⁻¹. As for the total charge: +1. As for the total energy: -766.325703 Ha.

| no. | LUMO energy (eV) |
| --- | --- |
| 1 | -8.39 |
| 2 | -3.10 |